1.
Density functional theory data (ωB97M-V/def2-TZVPD) for C3H3CuO2 as an isolated structure at a distorted geometry.

Each line ends with the Mulliken spin population.
CARTESIAN COORDINATES (ANGSTROEM)
C1 0.78103 -0.59890 -1.25994  -0.057
O1 -0.46023 0.83113 -0.03215  -0.059
C2 1.04945 -0.72477 0.03954  0.101
C3 -0.22815 0.53724 -1.38032  0.063
O2 1.38295 -1.19558 1.07888  -0.018
H1 1.50836 -0.88240 -2.02042  -0.001
H2 0.22370 1.39682 -1.91378  0.002
H3 -1.12794 0.19035 -1.92725  0.008
Cu1 -1.84991 0.71770 1.13537  0.963

Computed properties:
- spin multiplicity = 2
- HOMO energy (alpha / beta) (hartree) = -0.047 / -0.139
- frontier orbital gap (alpha / beta) (eV) = 5.34 / 7.77
- energy above the lowest of the compared OMol25 structures with the same formula, charge and spin (kcal per mole) = 0.0
- molecular weight (Da) = 134.60
- energy (eV) = -51892.021
- <S²> = 0.754
- charge = -1

2.
Density functional theory data (ωB97M-V/def2-TZVPD) for C3H3CuO2 as an isolated structure at a distorted geometry.

Each line ends with the Mulliken spin population.
CARTESIAN COORDINATES (ANGSTROEM)
H1 4.30577 0.85598 0.01198  -0.001
O1 6.90193 3.23551 -0.23163  -0.097
O2 7.72758 1.08538 -0.24686  -0.140
C1 5.32691 1.83281 -0.23190  0.013
C2 5.43642 3.34160 -0.23458  0.004
C3 6.73510 1.82904 -0.23370  0.333
H2 5.09999 3.87826 -1.13607  0.000
H3 5.09675 3.88060 0.66431  -0.001
Cu1 9.13875 2.85613 -0.27834  0.889

Computed properties:
- spin multiplicity = 2
- HOMO energy (alpha / beta) (hartree) = -0.058 / -0.122
- frontier orbital gap (alpha / beta) (eV) = 5.78 / 7.41
- energy above the lowest of the compared OMol25 structures with the same formula, charge and spin (kcal per mole) = 25.8
- molecular weight (Da) = 134.60
- energy (eV) = -51890.902
- <S²> = 0.752
- charge = -1